ORCA calculation (ωB97M-V with the def2-TZVPD basis set) on 13 unconnected molecules or ions with the total composition C42H118N8O13 in a non-equilibrium geometry.

Its net charge is 0. The gap between HOMO and LUMO comes out at 8.2 eV. As for the energy relative to the best compared isomer or geometry (same formula, charge and spin): 137.2 kJ/mol.

Structure (XYZ):
```
181
Properties=species:S:1:pos:R:3:forces:R:3:mulliken_charge:R:1
C 11.281 18.065 -6.094 1.22 -0.25 0.15 -0.38
C 12.171 19.138 -6.719 -1.67 0.37 -0.09 -0.63
O 13.537 18.863 -6.523 0.09 0.14 0.00 -0.47
H 11.643 17.086 -6.412 -0.38 -0.08 -0.52 0.13
H 10.240 18.244 -6.354 0.04 -0.18 0.02 0.48
H 11.402 17.995 -5.012 -0.22 0.52 0.09 -0.16
H 11.873 20.116 -6.330 0.33 0.10 0.48 0.32
H 11.910 19.240 -7.775 0.32 -0.41 -0.27 0.46
H 14.041 19.531 -6.995 0.19 -0.08 0.04 0.24
C 16.518 15.762 -4.202 0.37 0.80 -1.12 -0.22
C 15.677 17.033 -4.522 -0.35 -0.24 1.25 0.53
O 14.543 16.656 -5.283 0.07 -0.88 -0.36 -0.30
H 17.124 15.487 -5.068 -0.34 -0.17 -0.34 0.60
H 15.884 14.918 -3.933 0.19 0.31 -0.24 -0.15
H 17.296 15.889 -3.447 -0.50 0.30 0.23 -0.53
H 16.207 17.873 -4.976 0.48 -0.39 -0.42 0.61
H 15.281 17.477 -3.603 0.21 -0.18 0.38 -0.68
H 14.098 17.430 -5.658 0.21 0.16 -0.03 0.16
C 9.444 11.673 -0.342 -0.78 0.30 0.93 -0.93
C 9.418 13.059 0.315 0.98 -0.03 -0.38 0.65
O 8.139 13.263 0.869 -0.62 0.10 -0.24 -0.61
H 10.390 11.281 -0.712 0.17 0.35 0.17 0.05
H 8.689 11.613 -1.127 0.06 0.12 -0.10 0.35
H 9.080 11.046 0.475 0.14 -0.52 -0.22 0.39
H 9.686 13.853 -0.388 -0.14 0.08 -0.19 -0.22
H 10.128 13.156 1.140 0.40 -0.38 -0.14 -0.03
H 8.046 14.209 1.013 -0.10 0.03 0.11 0.34
C 12.052 13.763 -5.644 0.02 -0.93 0.35 -0.56
C 13.493 13.242 -5.690 0.77 0.52 -1.35 1.01
O 14.201 14.026 -6.671 0.09 0.06 0.29 -0.66
H 12.012 14.842 -5.495 0.25 0.01 -0.01 -0.33
H 11.455 13.307 -4.851 0.10 -0.10 0.13 0.21
H 11.538 13.517 -6.573 0.17 0.10 -0.13 0.51
H 13.682 12.242 -6.082 -0.91 -0.35 0.36 0.58
H 14.093 13.318 -4.781 -0.60 -0.18 0.16 -0.88
H 14.356 14.858 -6.209 0.24 0.60 -0.33 0.33
C 7.905 16.572 -2.754 0.73 -0.01 -0.31 -1.11
C 8.811 17.121 -3.867 -1.50 -0.31 -0.35 0.09
O 9.292 18.396 -3.506 0.64 0.44 0.12 -0.40
H 7.157 17.331 -2.523 -0.12 -0.15 0.06 0.34
H 8.504 16.389 -1.862 -0.06 0.08 0.11 0.15
H 7.430 15.630 -3.031 -0.08 0.06 -0.10 0.36
H 8.222 17.280 -4.775 -0.18 -0.39 -0.13 0.53
H 9.607 16.440 -4.168 0.29 0.18 0.41 -0.13
H 8.672 19.045 -3.845 0.03 0.08 0.13 0.23
C 14.373 12.990 2.046 -0.21 -1.28 0.32 -1.20
C 15.428 14.037 2.278 -1.14 0.34 -1.21 0.19
C 16.846 13.542 2.444 -0.59 0.38 1.03 -0.26
O 16.971 12.644 3.541 0.02 0.51 -0.46 -0.48
C 18.140 11.891 3.360 0.10 -0.80 0.72 -0.49
N 15.357 14.911 1.080 0.49 0.08 0.57 0.76
H 14.517 12.427 1.121 0.23 0.12 -0.19 0.14
H 13.367 13.405 1.994 0.09 0.23 0.06 0.07
H 14.382 12.237 2.837 -0.04 0.08 0.13 0.55
H 15.064 14.614 3.130 0.52 0.11 0.26 0.38
H 17.412 14.447 2.682 0.56 -0.07 -0.25 0.14
H 17.213 13.106 1.513 -0.01 -0.13 -0.09 0.21
H 17.919 11.085 2.656 0.39 0.02 -0.29 0.23
H 18.415 11.422 4.307 -0.21 0.01 0.12 0.39
H 19.009 12.474 3.052 -0.15 0.13 -0.29 0.08
H 16.232 15.413 0.960 -0.08 0.07 -0.11 -0.31
H 15.262 14.314 0.268 0.13 -0.17 -0.17 -0.25
C 11.669 15.522 -2.537 0.01 0.00 -1.43 -1.83
C 12.755 14.960 -1.673 -0.70 0.16 1.87 0.89
C 14.009 14.541 -2.414 -0.37 -0.07 -0.17 1.81
O 14.733 13.576 -1.651 -0.84 -0.37 -0.21 1.01
C 15.893 13.035 -2.255 0.19 0.17 0.69 -0.28
N 13.015 15.885 -0.549 1.31 -0.54 -0.68 1.46
H 11.278 14.744 -3.196 0.07 0.02 -0.07 0.34
H 12.105 16.291 -3.181 -0.23 0.26 -0.13 -0.02
H 10.800 15.920 -2.015 0.33 0.08 0.43 0.18
H 12.281 14.118 -1.161 0.44 -0.57 -0.20 0.21
H 14.657 15.398 -2.621 -0.30 0.22 0.25 -1.03
H 13.672 14.167 -3.385 0.33 -0.27 0.22 -0.46
H 16.164 12.114 -1.736 -0.14 0.06 0.35 0.42
H 16.687 13.761 -2.068 0.42 -0.16 -0.57 -0.10
H 15.801 12.714 -3.295 -0.31 0.74 0.22 -0.76
H 13.573 16.653 -0.916 -0.29 0.50 -0.21 -1.05
H 13.761 15.418 -0.031 -0.47 0.16 0.76 -0.32
C 21.743 14.016 1.319 -0.87 1.27 -0.43 -1.21
C 22.062 12.666 1.851 0.61 -0.34 -0.29 0.78
C 21.370 11.514 1.055 0.28 -0.74 0.74 -1.10
O 19.989 11.722 0.828 -0.19 0.71 0.28 0.09
C 19.400 10.921 -0.170 0.10 -0.25 -0.08 -0.72
N 23.540 12.571 1.770 -0.04 -0.37 -0.06 -0.76
H 22.245 14.812 1.873 0.14 -0.14 0.25 0.49
H 20.676 14.226 1.418 -0.07 -0.04 -0.19 -0.09
H 22.042 14.172 0.282 -0.05 -0.33 -0.08 0.35
H 21.801 12.691 2.912 -0.63 -0.55 0.00 0.21
H 21.461 10.590 1.636 0.11 -0.11 0.32 0.33
H 21.903 11.252 0.138 0.10 0.69 -0.32 0.51
H 19.936 11.092 -1.106 -0.19 -0.21 -0.25 0.39
H 18.336 11.132 -0.279 0.13 0.79 0.04 -0.08
H 19.350 9.853 0.058 0.71 -0.18 0.22 0.36
H 23.930 11.782 2.271 -0.28 -0.34 -0.06 0.26
H 23.888 13.365 2.292 0.15 0.19 -0.16 0.26
C 19.362 14.889 -1.454 -0.46 -0.08 0.15 -1.38
C 18.895 16.353 -1.458 0.31 -1.02 0.35 3.34
C 18.908 16.961 -0.044 -0.01 0.52 -0.60 -1.86
O 17.957 16.403 0.849 0.27 -0.13 -0.66 0.16
C 17.852 17.076 2.087 -0.07 0.14 0.13 -1.22
N 19.832 17.088 -2.285 0.66 0.90 -0.16 -0.73
H 19.209 14.376 -2.405 -0.12 0.19 -0.17 0.46
H 18.828 14.311 -0.697 -0.03 -0.01 0.07 0.07
H 20.429 14.828 -1.241 -0.05 0.20 0.09 0.27
H 17.873 16.462 -1.829 -0.13 -0.28 0.23 -1.75
H 18.647 17.999 -0.275 -0.02 0.41 0.59 0.48
H 19.916 16.945 0.376 0.11 -0.13 0.06 0.39
H 17.983 18.153 1.963 0.02 0.08 -0.01 0.46
H 18.561 16.710 2.831 0.29 -0.03 -0.14 0.23
H 16.857 16.898 2.498 -0.09 -0.03 -0.17 0.31
H 19.776 18.097 -2.227 -0.25 0.06 0.40 0.27
H 19.788 16.911 -3.279 -0.22 -0.59 0.06 0.25
C 11.470 7.099 -1.291 0.54 -0.13 0.60 -1.43
C 10.818 8.169 -2.132 -0.82 0.53 0.67 0.79
C 11.761 9.228 -2.665 0.81 -0.01 -0.65 -0.67
O 12.513 9.787 -1.589 0.13 -0.29 -0.80 -0.46
C 13.301 10.905 -1.976 -0.43 0.21 -0.05 -0.10
N 9.947 7.477 -3.101 0.99 0.25 -0.47 -0.73
H 12.165 6.483 -1.866 -0.31 -0.26 -0.30 0.36
H 10.681 6.508 -0.828 0.11 -0.30 -0.23 0.40
H 12.099 7.453 -0.473 -0.20 0.53 -0.06 0.33
H 10.147 8.740 -1.484 -0.11 -0.09 0.21 -0.07
H 11.230 9.984 -3.253 -0.47 0.41 0.45 0.28
H 12.442 8.852 -3.437 0.36 -0.54 0.14 0.43
H 12.639 11.773 -1.993 0.29 0.37 0.35 0.20
H 13.756 10.898 -2.971 -0.22 -0.75 -0.30 -0.12
H 14.153 11.003 -1.306 -0.43 0.16 0.40 0.08
H 10.579 6.879 -3.624 -0.12 -0.43 -0.09 0.31
H 9.612 8.108 -3.821 -0.25 0.33 0.16 0.27
C 12.058 20.851 -3.053 0.60 -0.36 -0.54 -1.80
C 12.624 19.510 -2.589 -0.41 -0.48 1.29 2.46
C 13.908 19.665 -1.774 -0.04 0.77 -0.56 -1.60
O 14.463 18.418 -1.461 0.45 -0.50 -0.13 0.38
C 15.756 18.468 -0.896 0.23 -0.73 -0.05 -1.06
N 11.637 18.871 -1.726 -0.33 0.14 0.41 -0.51
H 11.139 20.650 -3.604 -0.19 0.17 0.22 0.32
H 12.730 21.338 -3.763 0.14 0.00 -0.01 0.37
H 11.899 21.544 -2.228 -0.21 -0.20 0.09 0.39
H 12.808 18.814 -3.414 0.50 0.41 -0.52 -0.86
H 13.757 20.201 -0.834 -0.41 0.27 -0.06 0.38
H 14.584 20.257 -2.401 0.44 -0.01 0.04 0.33
H 15.798 18.839 0.131 -0.31 0.40 -0.01 0.37
H 16.483 18.991 -1.522 -0.16 0.40 -0.12 0.49
H 16.129 17.445 -0.833 -0.23 -0.16 -0.01 -0.19
H 10.749 18.777 -2.204 0.00 0.04 -0.05 0.35
H 11.924 17.930 -1.492 0.12 0.00 0.15 -0.25
C 11.644 15.749 2.765 1.04 0.55 0.17 -0.82
C 11.237 17.181 2.384 -0.40 -1.00 0.01 0.30
C 12.347 18.185 2.652 0.17 -0.73 0.78 -0.22
O 11.787 19.467 2.758 -0.05 0.60 0.53 -0.40
C 12.695 20.456 3.259 -0.35 -0.63 -1.21 -0.68
N 10.868 17.142 0.989 -1.04 0.48 -0.39 -0.62
H 12.637 15.648 2.320 0.20 -0.50 0.20 -0.21
H 11.038 14.931 2.378 -0.36 0.42 -0.21 0.06
H 11.707 15.625 3.847 0.17 0.02 0.02 0.49
H 10.400 17.447 3.034 -0.25 0.31 -0.28 0.19
H 13.107 18.063 1.874 0.06 0.38 -0.33 -0.04
H 12.850 17.928 3.591 0.04 0.02 0.29 0.54
H 13.237 20.793 2.372 0.54 0.31 0.28 0.19
H 13.369 20.032 4.005 0.06 0.03 0.06 0.32
H 12.151 21.304 3.671 -0.20 -0.20 0.02 0.25
H 11.586 16.691 0.423 0.11 -0.11 0.28 0.18
H 10.767 18.081 0.622 -0.09 0.13 -0.01 0.33
C 16.402 11.206 -4.842 0.21 -0.48 -0.45 -0.85
C 16.876 10.521 -6.151 1.16 0.70 1.72 0.34
C 17.185 9.025 -5.946 -0.88 0.72 0.28 -0.87
O 18.291 8.816 -5.085 -0.08 -0.39 -0.31 -0.31
C 18.649 7.424 -5.067 0.06 0.84 0.74 -0.77
N 15.849 10.714 -7.130 -0.28 -0.90 -0.96 -0.66
H 16.281 12.281 -4.988 0.14 -0.05 -0.35 0.16
H 17.057 11.061 -3.982 0.24 -0.14 -0.22 0.44
H 15.419 10.818 -4.569 -0.06 -0.12 -0.07 0.02
H 17.820 10.984 -6.456 0.20 0.14 0.06 0.36
H 17.332 8.526 -6.907 0.11 0.00 -0.16 0.43
H 16.259 8.649 -5.501 0.00 -0.59 0.08 0.36
H 17.781 6.825 -4.791 -0.11 -0.21 -0.50 0.33
H 19.361 7.262 -4.257 0.12 0.31 -0.03 0.25
H 19.144 7.145 -5.998 -0.34 -0.23 -0.16 0.29
H 16.189 10.240 -7.959 -0.41 0.05 -0.36 0.29
H 15.725 11.683 -7.395 0.06 0.20 0.26 0.20
```
Positions in Å, forces in eV/Å.